The following is a DFT calculation (the ωB97M-V functional and the def2-TZVPD basis) of a single C2H4FNO molecule in a non-equilibrium geometry.

Last column: natural (NBO) charge in e.
Positions of all 9 atoms, in Å:
C (0.51, 0.18, -0.40)  0.63
C (-0.28, 0.02, 0.87)  -0.16
N (1.66, -0.22, -0.62)  -0.65
O (-1.31, -0.87, 0.41)  -0.70
F (-0.33, 0.77, -1.28)  -0.36
H (-0.67, 1.00, 1.13)  0.18
H (0.38, -0.31, 1.77)  0.22
H (1.85, -0.25, -1.63)  0.36
H (-1.82, -0.30, -0.26)  0.48

Output
Orbital gap (eV): 11.62
Highest occupied orbital energy (eV): -10.7957
Energy relative to the best compared isomer or geometry (same formula, charge and spin) (eV): 1.360
E_tot (Eh): -308.432931
Max |F| (eV Å⁻¹): 2.48
SMILES: [H]/N=C(\F)CO